[1]
# ClH3O3SSi

A single ClH3O3SSi molecule in a non-equilibrium geometry (ωB97M-V/def2-TZVPD, the OMol25 dataset).

Energy relative to the best compared isomer or geometry (same formula, charge and spin) = 251.43 kJ/mol
Frontier orbital gap = 12.24 eV
Charge = 0

Geometry as XYZ:
```
9
Properties=species:S:1:pos:R:3:forces:R:3:nbo_charge:R:1
O 3.47825 1.21801 -1.40560 0.27 -0.14 -0.62 -0.8635
O 2.50729 1.48849 0.83748 0.24 0.22 0.08 -0.9141
O 1.46538 0.02551 -0.71728 0.77 0.51 -1.13 -1.0113
Si 0.66846 -0.73239 0.55804 0.18 -1.75 0.36 1.1504
S 2.77331 0.68952 -0.31128 0.07 1.28 0.65 2.3410
Cl 3.62621 -0.96670 0.37178 1.33 -0.79 0.29 -0.2027
H -0.45038 -0.00062 0.16603 -2.27 0.07 0.21 -0.1754
H 0.99708 -2.15392 0.29800 -0.78 0.05 -0.21 -0.1694
H 1.06318 -0.60509 1.94236 0.17 0.57 0.36 -0.1551
```
Forces are in eV/Å.


[2]
# C5H14NO2P

A single C5H14NO2P molecule in a non-equilibrium geometry (ωB97M-V/def2-TZVPD, the OMol25 dataset).

Energy relative to the best compared isomer or geometry (same formula, charge and spin) = 105.96 kJ/mol
Frontier orbital gap = 10.63 eV
SMILES = CC(C)C[P@@H](=O)[C@H](N)O
Charge = 0

Geometry as XYZ:
```
23
Properties=species:S:1:pos:R:3:forces:R:3:nbo_charge:R:1
C -0.52766 0.33132 2.95911 -1.74 2.65 -0.15 -0.6008
C -0.17796 0.56173 1.46216 -1.81 -1.42 1.76 -0.2465
C -1.55550 0.48040 0.67432 -0.38 1.80 -0.51 -0.6343
C 0.63766 -0.60179 1.10233 -0.26 0.96 -4.32 -0.6684
P 1.21272 -0.60900 -0.70142 1.54 1.66 1.90 1.6375
O 1.50755 -1.95105 -1.17982 0.08 -2.38 -1.06 -1.1268
C 0.53464 0.34682 -2.15418 -1.89 -0.43 0.78 -0.0488
N -0.66614 -0.35060 -2.64816 -0.88 1.47 -1.61 -0.8798
O 1.56386 0.37662 -3.05246 1.68 -1.16 -0.60 -0.7016
H -0.95530 -0.63691 3.24022 0.13 0.07 -0.52 0.2115
H 0.26315 0.58629 3.65827 0.20 -0.01 -0.03 0.2096
H -1.35477 1.12121 3.03417 0.97 -1.11 0.98 0.2052
H 0.48098 1.40089 1.40032 -0.40 1.31 -0.32 0.2098
H -1.77445 1.40035 0.01568 0.48 -1.21 1.03 0.2227
H -2.50871 0.36340 1.32414 1.89 -0.02 -0.87 0.2255
H -1.45338 -0.33994 -0.04241 -0.53 0.02 0.15 0.2197
H 1.54952 -0.69349 1.57528 1.86 -0.31 1.36 0.2344
H 0.03291 -1.43143 1.15809 -1.01 -2.36 0.39 0.2265
H 2.48354 0.07561 -0.48913 -0.85 0.22 -0.27 -0.1261
H 0.34308 1.38441 -1.85861 -0.47 -0.19 -0.21 0.1922
H -1.01371 0.06740 -3.58229 0.90 -0.53 2.14 0.3734
H -0.54885 -1.33567 -2.87160 0.59 0.09 0.47 0.3812
H 1.92683 -0.54658 -3.02400 -0.09 0.89 -0.50 0.4839
```
Forces are in eV/Å.


[3]
# C2H4NO2

2 unconnected molecules or ions with the total composition C2H4NO2 in a non-equilibrium geometry (ωB97M-V/def2-TZVPD, the OMol25 dataset).

Energy relative to the best compared isomer or geometry (same formula, charge and spin) = 731.67 kJ/mol
Frontier orbital gap (spin up / spin down) = 6.51 / 6.42 eV
Charge = -1

Geometry as XYZ:
```
9
Properties=species:S:1:pos:R:3:forces:R:3:nbo_charge:R:1
C -1.27886 0.39314 0.10679 0.63 -1.19 -2.64 -0.1693
C -0.16546 -0.32295 -0.50670 1.19 -1.34 -0.56 -0.1173
N 2.02209 -0.53854 0.33064 -0.77 2.30 0.40 -0.1479
O 2.62884 0.45164 -0.20472 -0.33 -1.37 0.89 -0.5563
O -1.29465 -0.99026 0.13467 -0.41 -1.19 0.49 -0.5802
H -1.30015 0.90602 0.95882 0.75 1.77 3.93 0.1380
H -1.94644 0.83904 -0.53642 -1.99 0.84 -1.78 0.1202
H -0.32416 -0.53358 -1.63980 0.60 0.77 1.34 0.0971
H 1.65879 -0.20451 1.35670 0.33 -0.59 -2.06 0.2158
```
Forces are in eV/Å.


[4]
# C2H9N3O3

A molecular structure, C2H9N3O3 in a non-equilibrium geometry (ωB97M-V/def2-TZVPD, the OMol25 dataset).

Energy relative to the best compared isomer or geometry (same formula, charge and spin) = 374.31 kJ/mol
Frontier orbital gap = 9.25 eV
Charge = 0

Geometry as XYZ:
```
17
Properties=species:S:1:pos:R:3:forces:R:3:nbo_charge:R:1
C 1.29172 0.19361 1.71479 -3.22 -0.80 0.99 -0.3569
N 0.91672 -0.25958 -0.81688 1.16 -0.67 1.78 -0.0037
O 1.91038 0.17718 0.52037 -0.11 -0.57 -3.84 -0.3817
O 1.10741 -1.60622 -1.12517 0.48 0.93 0.28 -0.5527
H 0.23018 -1.83998 -1.51792 -0.18 0.21 0.20 0.5037
H 1.38814 0.31601 -1.51729 0.19 -0.02 0.26 0.3786
H 1.74821 -0.48906 2.43712 0.20 0.15 -0.08 0.1809
H 0.15938 -0.18611 1.50976 2.21 0.65 0.86 0.2779
H 1.12348 1.20866 2.10356 0.45 -0.03 0.00 0.1589
C -0.87608 -0.01277 -0.82240 -2.10 0.29 0.88 0.7486
N -1.16860 -0.40636 0.58463 0.08 0.12 -0.69 -0.8869
N -0.97133 1.38640 -0.99366 0.45 -1.07 0.15 -0.9034
O -1.30923 -0.78207 -1.70758 0.96 0.15 -0.15 -0.7549
H -0.84246 1.96398 -0.17685 -0.28 0.22 -0.49 0.3936
H -1.46043 1.64266 -1.83553 0.02 0.39 0.36 0.4134
H -1.30505 -1.40900 0.64803 -0.23 0.13 -0.19 0.3945
H -1.94244 0.10264 0.99503 -0.08 -0.11 -0.33 0.3901
```
Forces are in eV/Å.


[5]
# C24H39F13N5O4S3

2 unconnected molecules or ions with the total composition C24H39F13N5O4S3 in a non-equilibrium geometry (ωB97M-V/def2-TZVPD, the OMol25 dataset).

Frontier orbital gap = 6.39 eV
Charge = +1

Geometry as XYZ:
```
88
Properties=species:S:1:pos:R:3:forces:R:3:mulliken_charge:R:1
C -3.06815 -4.31652 2.85662 -0.50 0.81 -0.41 -1.0086
C -2.75689 -2.73873 2.93916 0.26 0.28 -0.09 -0.4140
C -1.71637 -2.22979 1.79957 1.44 -0.76 1.83 -0.0969
C -0.85370 -0.95030 2.26958 0.38 1.00 0.23 -0.6113
C 0.18714 -0.44142 1.15595 -0.49 -0.30 0.55 -0.5515
N -0.59057 -0.25226 -0.11774 -0.53 -2.19 -0.82 -0.0170
C -1.29946 -1.51749 -0.46223 0.24 0.39 -0.25 -0.9561
N -0.96438 -2.11575 -1.60644 -0.69 1.16 2.16 0.2007
C 0.08738 -1.57020 -2.51196 1.34 0.62 -1.45 -0.8953
C 1.59345 -1.94209 -2.09921 0.04 -0.18 -0.34 0.0325
C 2.56993 -1.02224 -2.99015 -0.11 -0.37 0.58 -0.7400
C 4.00643 -0.75165 -2.33446 0.78 0.99 -1.31 -0.4269
C 4.70610 0.40862 -3.24668 -0.45 0.67 0.91 -0.6666
C 5.86703 1.19986 -2.47261 0.29 -0.02 -0.42 -0.5198
C 6.14353 2.65637 -3.13395 -0.60 -1.33 -0.41 -0.5987
S 7.48417 3.45034 -2.12661 -0.57 1.31 0.42 -0.1367
C 6.86141 4.94154 -1.25740 -1.67 1.58 0.05 0.4672
N 5.78404 5.83975 -1.51870 5.07 -2.81 2.68 -0.2445
N 5.90306 6.75925 -0.49521 3.60 -0.60 3.22 -0.3688
C 7.00677 6.46424 0.36292 -3.05 -0.83 -4.06 0.0188
O 7.64700 5.27462 -0.11336 -3.05 1.61 -1.61 -0.2442
N -2.34021 -2.08848 0.44361 1.55 1.31 -1.58 0.5825
C -3.46293 -1.09643 0.40315 -0.46 1.45 0.73 -0.5280
C -4.92321 -1.72007 0.24196 0.36 0.04 0.96 -0.9901
C -5.20352 -2.55840 -1.06910 0.35 -1.95 2.26 0.6772
F -4.28960 -3.68232 -1.04226 -1.60 2.33 -0.34 -0.3100
F -6.49479 -3.17156 -0.89631 2.70 1.72 -1.12 -0.2927
C -5.00431 -1.86077 -2.47507 -0.21 -1.10 -2.61 0.4114
F -4.86961 -2.92666 -3.43579 -0.21 2.45 2.17 -0.3288
F -3.84380 -1.06943 -2.63528 -2.03 -1.60 1.05 -0.2850
C -6.26723 -0.99543 -3.03802 0.53 -2.23 -2.98 0.4840
F -5.78671 -0.51177 -4.30284 -1.24 -0.41 3.20 -0.2736
F -7.24966 -1.97715 -3.38776 1.89 2.85 1.38 -0.2621
C -6.79392 0.13452 -2.05797 0.41 -1.03 1.99 0.8639
F -7.61601 -0.52639 -1.08999 2.87 1.54 -2.10 -0.2649
F -5.67189 0.77993 -1.43775 -2.56 -2.07 -1.43 -0.2609
S -7.84273 1.49705 -2.79735 -3.56 3.68 0.07 1.1322
F -7.39367 2.48451 -1.49313 -0.88 -1.63 -2.15 -0.3109
F -9.17434 0.98251 -1.88884 2.19 1.02 -1.66 -0.2943
F -8.40697 0.56689 -4.04432 1.61 1.23 1.84 -0.2728
F -6.59375 2.15447 -3.66818 -1.80 -1.75 1.22 -0.2596
F -8.80984 2.73738 -3.35498 1.79 -2.04 0.89 -0.2731
H -2.58152 -4.79326 1.93511 -0.51 0.62 1.49 0.3110
H -2.72220 -4.78657 3.83393 -0.62 0.30 -1.53 0.3006
H -4.20306 -4.42315 2.69678 1.77 -0.19 0.52 0.2642
H -2.28675 -2.48240 3.96155 -0.64 -0.38 -1.71 0.4866
H -3.74960 -2.16227 2.91125 1.56 -0.65 -0.05 0.2257
H -0.94785 -3.09261 1.70896 -1.19 1.27 -0.01 0.3073
H -0.24354 -1.14656 3.22331 -1.19 -0.03 -1.29 0.4724
H -1.53579 -0.04463 2.50594 0.95 -1.46 -0.29 0.0633
H 1.02996 -1.20121 0.96598 -1.33 1.07 0.27 0.1071
H 0.67744 0.55912 1.40483 -0.78 -1.54 -0.16 0.4087
H -1.25437 0.53325 -0.05718 0.31 -0.64 0.17 0.4032
H -1.48060 -2.98086 -1.85726 0.47 0.68 0.36 0.4532
H -0.07309 -1.96718 -3.58512 -0.06 0.41 1.89 0.4654
H 0.02303 -0.43054 -2.59712 -0.27 -1.75 0.50 0.3447
H 1.73314 -3.06431 -2.31521 0.02 1.70 0.38 0.3341
H 1.84654 -1.76064 -1.00174 -0.73 -0.16 -1.39 0.0143
H 2.06555 0.01329 -3.09603 0.78 -1.67 -0.03 0.2691
H 2.67668 -1.52872 -4.01735 -0.07 1.06 1.43 0.2717
H 4.72004 -1.64151 -2.36377 -1.26 0.92 0.26 0.2686
H 3.96466 -0.31248 -1.27673 -0.27 -0.87 -1.40 0.2635
H 3.86387 1.17789 -3.44662 1.37 -1.17 0.00 0.2915
H 5.11861 0.00534 -4.23122 -0.76 0.50 1.28 0.3024
H 5.64327 1.31700 -1.34984 0.25 -0.17 -1.73 0.2923
H 6.84970 0.60190 -2.59312 -1.51 0.94 0.47 0.2690
H 5.19954 3.28078 -3.26296 1.36 -0.71 0.42 0.4460
H 6.57816 2.43521 -4.18074 -0.57 0.75 1.64 0.2964
H 7.40631 7.01359 1.27061 -0.67 -0.93 -1.56 0.3452
H -3.21460 -0.26668 -0.36438 -0.82 -1.42 1.00 0.4871
H -3.45772 -0.54581 1.42190 -0.24 -0.77 -1.65 0.3998
H -5.67053 -0.87099 0.45445 1.02 -1.40 -0.81 0.2945
H -5.06038 -2.44803 1.13076 0.16 0.90 -1.69 0.3871
O 2.27388 0.96693 3.01162 -0.14 0.01 0.51 -0.5968
S 2.81236 0.52371 4.27409 1.11 0.07 0.63 1.1757
O 2.02015 0.50809 5.47407 -0.05 0.12 -0.85 -0.6246
O 4.18545 1.32248 4.56869 -0.66 -1.04 -0.42 -0.2779
C 4.16339 2.75175 4.54480 -0.12 1.16 0.22 -0.2769
C 3.54480 3.32122 5.80756 -0.27 -0.09 0.13 -0.9995
C 3.53171 -1.07919 4.05682 0.14 0.06 -0.07 -0.9455
H 3.64685 3.11587 3.65189 -0.01 -0.21 0.01 0.2918
H 5.20173 3.08242 4.47349 -0.02 -0.39 -0.08 0.2732
H 2.48052 3.08442 5.86647 0.07 0.05 -0.01 0.2876
H 3.65041 4.40812 5.83156 0.07 -0.09 -0.06 0.3953
H 4.01986 2.89797 6.69568 0.04 0.08 -0.10 0.2717
H 4.17119 -1.06326 3.17460 -0.04 0.05 0.10 0.3100
H 2.71977 -1.79360 3.92017 -0.03 0.13 0.05 0.3329
H 4.10380 -1.33241 4.94864 -0.07 0.07 -0.06 0.3704
```
Forces are in eV/Å.


[6]
# C13H10F5GaNS

A molecular structure, C13H10F5GaNS in a non-equilibrium geometry (ωB97M-V/def2-TZVPD, the OMol25 dataset).

Frontier orbital gap (spin up / spin down) = 3.29 / 3.81 eV
Charge = -1

Geometry as XYZ:
```
31
Properties=species:S:1:pos:R:3:forces:R:3:mulliken_charge:R:1
C 1.10674 0.26412 -2.57219 -1.97 1.35 1.03 -0.8824
C -0.04013 1.18569 -2.70989 1.37 -1.42 -0.33 -0.4255
C -1.22038 0.45392 -2.50609 1.29 -2.05 0.35 -0.6929
C -0.81193 -0.92552 -2.17863 -1.07 1.39 0.41 -0.4092
C 0.59558 -0.96118 -2.08271 -0.93 0.47 -0.90 -0.5174
Ga 0.65297 0.04861 1.66059 -0.92 -4.43 -0.98 0.2535
N 1.45602 -3.07615 1.08648 2.35 -0.50 1.39 -0.4261
C 0.73265 1.82848 1.91924 2.61 4.17 1.99 -0.4968
C -0.55098 1.61778 1.25139 -1.68 -1.41 -0.02 -0.5135
H -2.23109 0.82321 -2.58369 -0.10 -0.01 -0.04 0.3927
H 0.02059 2.22748 -3.00612 0.04 -0.08 -0.04 0.4164
H -1.48772 -1.78808 -2.01861 0.44 0.72 0.11 0.3751
H 1.12983 -1.81805 -1.73552 0.50 -0.49 -0.18 0.5545
H 2.13247 0.48399 -2.77765 0.48 0.26 0.12 0.4139
H -0.70325 1.95517 0.24106 -0.04 0.03 -0.25 0.2972
H 0.84240 2.32128 2.94961 -0.20 -0.76 -1.44 0.2672
H 2.54178 -2.93476 1.39961 -3.08 0.20 -0.05 0.1993
H -1.45522 1.41121 1.85178 0.48 0.61 -0.21 0.1428
H 1.53376 2.20596 1.24784 -0.63 0.07 0.43 0.3022
F -5.21793 -0.21069 3.89493 0.90 -0.49 -0.74 -0.3012
C -4.06710 -0.70679 3.36046 0.02 0.39 0.90 0.4049
C -4.06055 -1.43142 2.16949 -0.43 0.32 -0.25 0.2449
F -5.23740 -1.53448 1.48905 1.04 -0.19 0.50 -0.2905
C -2.85292 -1.92274 1.64830 -0.11 0.54 0.61 0.3638
F -2.87333 -2.48922 0.45716 -0.07 -0.42 -0.06 -0.2679
C -1.64872 -1.70769 2.32415 -0.50 0.58 2.13 -0.0843
S 0.02324 -2.26438 1.61604 1.74 1.82 -3.61 0.1154
C -1.66869 -0.91328 3.45723 -0.25 0.89 1.16 0.1039
F -0.45141 -0.42600 4.01426 -1.94 -0.98 -0.77 -0.3350
C -2.86369 -0.43159 4.02241 0.76 1.28 0.66 0.0950
F -2.84579 0.47969 5.10575 -0.14 -1.87 -1.92 -0.3002
```
Forces are in eV/Å.


[7]
# C4H8NO2

A gas-phase ion, C4H8NO2 (charge -1) in a non-equilibrium geometry (ωB97M-V/def2-TZVPD, the OMol25 dataset).

Energy relative to the best compared isomer or geometry (same formula, charge and spin) = 175.54 kJ/mol
Frontier orbital gap = 6.66 eV
SMILES = CC(=O)NCC[O-]
Charge = -1

Geometry as XYZ:
```
15
Properties=species:S:1:pos:R:3:forces:R:3:nbo_charge:R:1
C -1.60896 -0.84669 0.32966 -0.64 0.59 0.29 -0.7331
C -1.09982 0.38261 1.07417 0.04 -0.60 -0.17 0.6794
O -1.55666 0.73488 2.15596 -0.11 0.05 0.23 -0.6841
N -0.14166 1.05696 0.42919 0.89 0.60 -0.59 -0.6082
C 0.57833 0.63283 -0.78047 0.16 -0.22 0.21 -0.2700
C 1.76990 -0.39350 -0.51994 -0.17 0.66 -0.37 -0.0069
O 1.70342 -1.49219 -1.25445 -0.16 -0.36 -0.02 -0.9350
H -2.28487 -0.47265 -0.45010 0.28 -0.16 -0.20 0.2134
H -0.81089 -1.44952 -0.10319 -0.05 -0.01 0.00 0.2683
H -2.25692 -1.38654 1.01642 0.24 -0.23 0.09 0.2174
H 0.37317 1.76405 0.93714 -0.54 -0.10 0.31 0.3829
H 0.98189 1.54627 -1.21206 0.00 0.20 -0.14 0.1684
H -0.10956 0.20688 -1.51172 0.06 -0.13 0.12 0.1965
H 1.76486 -0.50974 0.59304 -0.06 -0.27 0.22 0.0602
H 2.69776 0.22634 -0.70367 0.07 -0.02 0.03 0.0508
```
Forces are in eV/Å.


[8]
# C2H15NO4

5 unconnected molecules or ions with the total composition C2H15NO4 in a non-equilibrium geometry (ωB97M-V/def2-TZVPD, the OMol25 dataset).

Energy relative to the best compared isomer or geometry (same formula, charge and spin) = 177.37 kJ/mol
Frontier orbital gap = 10.05 eV
SMILES = CCN.O.O.O.O
Charge = 0

Geometry as XYZ:
```
22
Properties=species:S:1:pos:R:3:forces:R:3:nbo_charge:R:1
C -2.46211 -0.31743 0.63911 -1.41 0.87 -2.52 -0.6181
C -1.10231 0.29981 0.26564 0.17 -1.07 -0.43 -0.2293
N -0.32542 -0.50637 -0.79523 -2.39 -0.39 -0.15 -0.8488
H -2.33784 -1.24077 1.13818 -0.02 -1.07 0.52 0.2072
H -3.17115 0.33143 1.21282 0.99 -0.32 -0.21 0.2147
H -3.05535 -0.50339 -0.36875 1.17 0.16 1.90 0.1957
H -1.32673 1.32084 -0.05332 0.55 0.01 -0.11 0.1798
H -0.40653 0.27400 1.11370 -0.43 0.46 0.05 0.1795
H -0.24222 0.10111 -1.58612 0.82 1.15 -0.25 0.3723
H -1.01272 -1.11136 -1.32440 0.54 0.13 1.44 0.3347
O 1.34389 -4.62894 1.73571 -0.58 -1.76 -0.35 -0.9373
H 1.65128 -3.74918 1.69452 0.53 1.58 -0.13 0.4681
H 1.26907 -4.92287 0.81339 0.04 0.20 0.47 0.4689
O 2.30523 2.00173 -2.32612 0.90 0.64 1.13 -0.9562
H 3.26787 2.21858 -2.27149 -1.14 -0.30 -0.26 0.4794
H 1.99661 2.22580 -1.41909 0.17 -0.34 -0.86 0.4780
O -0.43073 1.15867 -3.34112 -1.10 -3.33 -0.96 -0.9583
H 0.24103 1.79859 -3.26970 1.79 0.93 -0.05 0.4891
H -0.03791 0.29138 -3.70551 -0.58 2.46 0.80 0.4805
O 1.67069 1.53585 3.83231 -2.13 1.98 1.26 -0.9403
H 0.83233 1.02437 3.70708 1.07 0.60 0.14 0.4704
H 1.33303 2.39815 4.30838 1.05 -2.58 -1.42 0.4703
```
Forces are in eV/Å.